Record 1
Entry from the Open Molecules 2025 dataset: 2 unconnected molecules or ions with the total composition C3H10NO (ωB97M-V/def2-TZVPD).

As for the expectation value of S²: 0.7544. The molar mass is 76.12 g/mol. Its relative energy (zero: lowest compared OMol25 entry of this formula, charge and spin) is 292.8 kJ/mol. The total energy is -6788.954 eV.

```
! RIJCOSX wB97M-V def2-TZVPD def2/J DEFGRID3
* xyz 2 2
C 1.978 -2.503 -1.342
O 2.196 -1.136 -1.238
H 2.864 -3.117 -1.154
H 1.710 -2.785 -2.372
H 1.119 -2.670 -0.680
H 2.926 -0.727 -1.772
C -0.546 0.648 0.780
C -2.240 2.268 1.381
N -1.918 1.193 0.783
H 0.029 0.888 -0.097
H -0.049 1.098 1.656
H -0.642 -0.419 0.868
H -1.507 2.959 1.849
H -3.279 2.494 1.643
H -2.632 0.866 0.132
*
```

natural (NBO) population analysis, charges in e, atoms 1 to 8: -0.307, -0.190, 0.341, 0.354, 0.253, 0.549, -0.427, 0.161


Record 2
Entry from the Open Molecules 2025 dataset: 2 unconnected molecules or ions with the total composition C6H12O (ωB97M-V/def2-TZVPD).

The molar mass is 100.16 g/mol. Its relative energy (zero: lowest compared OMol25 entry of this formula, charge and spin) is 233.9 kJ/mol. The total energy is -8461.930 eV. The SMILES is C=CCC(=C)C.O.

```
! RIJCOSX wB97M-V def2-TZVPD def2/J DEFGRID3
* xyz 0 1
C 1.620 -0.025 -0.850
C 0.523 -0.549 0.020
C 0.347 -1.838 0.318
C -0.599 0.414 0.433
C -0.397 1.030 1.792
C 0.525 1.914 2.138
H 2.588 -0.488 -0.705
H 1.365 -0.236 -1.898
H 1.704 1.060 -0.777
H 0.875 -2.551 -0.303
H -0.132 -2.211 1.207
H -1.474 -0.238 0.517
H -0.978 1.027 -0.385
H -0.958 0.568 2.596
H 1.120 2.408 1.381
H 0.571 2.352 3.124
H -2.998 -1.024 -3.069
H -1.658 -0.645 -2.361
O -2.043 -0.968 -3.179
*
```

natural (NBO) population analysis, charges in e, atoms 1 to 8: -0.662, 0.055, -0.426, -0.502, -0.164, -0.392, 0.227, 0.227


What is the formula in the first record?
C3H10NO


Which value of relative energy (zero: lowest compared OMol25 entry of this formula, charge and spin) does entry 2 give?
233.9 kJ/mol


Copy entry 1 word for word.
Entry from the Open Molecules 2025 dataset: 2 unconnected molecules or ions with the total composition C3H10NO (ωB97M-V/def2-TZVPD).

As for the expectation value of S²: 0.7544. The molar mass is 76.12 g/mol. Its relative energy (zero: lowest compared OMol25 entry of this formula, charge and spin) is 292.8 kJ/mol. The total energy is -6788.954 eV.

```
! RIJCOSX wB97M-V def2-TZVPD def2/J DEFGRID3
* xyz 2 2
C 1.978 -2.503 -1.342
O 2.196 -1.136 -1.238
H 2.864 -3.117 -1.154
H 1.710 -2.785 -2.372
H 1.119 -2.670 -0.680
H 2.926 -0.727 -1.772
C -0.546 0.648 0.780
C -2.240 2.268 1.381
N -1.918 1.193 0.783
H 0.029 0.888 -0.097
H -0.049 1.098 1.656
H -0.642 -0.419 0.868
H -1.507 2.959 1.849
H -3.279 2.494 1.643
H -2.632 0.866 0.132
*
```

natural (NBO) population analysis, charges in e, atoms 1 to 8: -0.307, -0.190, 0.341, 0.354, 0.253, 0.549, -0.427, 0.161


Number 2 is which compound?
C6H12O